This record from the Open Molecules 2025 dataset describes a single C23H29N3O2 molecule. The level of theory is the ωB97M-V functional and the def2-TZVPD basis.

Output
LUMO	0.7	eV
frontier orbital gap	8.3	eV
E_tot	-1208.6206	a.u.
ΔE to the lowest compared entry with this formula, charge and spin	25.67	kcal/mol
E_HOMO	-0.278	Eh

Geometry as XYZ:
```
57
Properties=species:S:1:pos:R:3:forces:R:3
H -8.4789 -0.9983 -1.4929 0.08 0.01 -0.06
H 4.7702 3.0324 0.5227 -0.09 -0.06 -0.11
N -3.3750 0.6001 0.1361 -0.04 0.40 -0.07
H -1.9377 2.7366 -0.2660 -0.05 0.10 -0.02
C 4.3294 0.1061 -0.9986 -0.26 -0.49 0.02
H 9.1090 -3.3962 -0.3730 0.05 -0.07 -0.01
C 2.9069 1.9281 0.6468 0.20 0.18 -0.10
C 6.1624 0.9963 0.4336 0.07 0.03 -0.07
C 7.4926 -0.5136 -1.0686 -0.06 0.05 0.12
C 8.2729 -1.6391 -1.2639 0.03 -0.02 -0.08
H -10.5585 0.3648 -1.4930 -0.13 0.04 -0.04
C -4.2150 -0.4552 0.3419 -0.34 0.46 -0.08
H 2.2701 2.8013 0.7744 0.04 -0.03 0.01
C -10.1588 -0.0327 -0.5629 0.21 0.02 -0.14
C 7.1891 -1.1296 1.2341 -0.09 0.12 -0.05
C 6.9389 -0.2581 0.1817 0.30 -0.09 0.05
O 6.5667 1.8477 1.2046 0.14 0.00 0.24
H 4.9663 -0.7733 -1.0917 -0.10 0.11 -0.03
H 3.2786 -0.7281 0.6972 -0.04 -0.05 -0.04
H -8.6479 -1.7256 0.9002 -0.06 0.01 0.07
N 2.2157 0.9130 -0.1238 0.31 0.00 -0.16
H 2.4935 -1.0015 -0.8849 0.02 -0.01 0.05
C 4.1962 2.3214 -0.0735 -0.05 0.32 0.35
H 0.7620 -1.3202 0.3780 0.08 -0.07 0.01
H -8.1983 -0.0998 1.4086 -0.07 0.00 0.09
C -1.9747 0.6220 0.0976 0.35 -0.17 0.02
C -1.1896 -0.5120 0.2658 -0.29 -0.05 0.00
H 0.4876 2.8865 -0.3816 0.05 0.07 -0.05
H -5.8522 0.7096 1.0769 0.00 0.08 -0.04
C -8.0770 -0.8396 0.6132 0.21 -0.04 -0.34
H 8.7046 -1.8311 -2.2352 0.04 -0.01 -0.07
C 8.5020 -2.5167 -0.2169 0.04 -0.06 -0.01
H 7.3194 0.1774 -1.8812 -0.04 0.06 -0.09
H 6.7769 -0.9139 2.2087 -0.02 0.04 0.10
H -10.6842 -0.9564 -0.3308 -0.10 -0.08 0.03
H -6.2968 -1.7453 1.4124 0.04 -0.06 -0.08
N 5.0180 1.1477 -0.2782 -0.15 0.14 -0.14
H -6.4701 -1.9297 -0.3258 0.02 -0.08 0.04
O -3.8534 -1.5923 0.5417 0.11 -0.25 0.04
H 4.0815 0.4794 -1.9991 0.01 -0.09 0.04
C 7.9609 -2.2602 1.0315 0.00 -0.05 0.03
H -3.8059 1.5023 -0.0133 -0.05 -0.24 0.04
H -10.3611 0.6832 0.2311 -0.08 0.07 0.08
C -6.6049 -1.2301 0.5008 -0.05 0.20 0.17
C 3.0275 -0.2719 -0.2755 0.16 0.04 -0.29
H -8.1641 0.6502 -0.9478 0.07 0.00 -0.09
C 0.8313 0.7970 -0.0049 -0.38 -0.13 0.02
H -5.8710 0.4371 -0.6719 0.02 0.11 0.03
C -5.6788 -0.0347 0.2943 -0.12 -0.52 0.05
C 0.0305 1.9296 -0.1808 0.00 -0.06 0.07
C 0.1881 -0.4209 0.2196 0.30 0.27 0.00
H 3.9584 2.7587 -1.0488 -0.03 0.00 0.06
C -1.3430 1.8440 -0.1247 -0.04 -0.12 0.07
H 8.1460 -2.9385 1.8512 0.01 -0.05 0.06
C -8.6610 -0.2858 -0.6853 -0.18 -0.02 0.30
H 3.1666 1.5408 1.6465 -0.03 0.07 -0.01
H -1.6616 -1.4633 0.4434 -0.02 -0.02 0.00
```
Positions in Å, forces in eV/Å.

***

This record from the Open Molecules 2025 dataset describes a molecular structure, C53H41CrF9NO5P3 in a non-equilibrium geometry. The level of theory is the ωB97M-V functional and the def2-TZVPD basis.

Output
LUMO (alpha / beta)	-0.1 / -0.3	eV
frontier orbital gap (alpha / beta)	8.0 / 8.2	eV
E_tot	-5442.7409	a.u.
E_HOMO (alpha / beta)	-0.298 / -0.313	Eh
2S+1	5
expectation value of S²	6.02

Geometry as XYZ:
```
113
Properties=species:S:1:pos:R:3:forces:R:3
H 0.9312 -3.3460 2.3823 0.01 0.00 0.00
F -2.2126 8.4224 -1.7458 0.13 -0.03 -0.01
C 0.3118 -5.4580 -0.9235 -0.09 -0.02 0.05
P -1.1519 1.7215 -2.1410 -0.67 0.30 -0.39
H 0.1266 0.7927 3.4375 -0.02 -0.05 -0.05
H 0.3387 4.7982 2.2994 -0.01 0.02 0.01
H 3.2018 -3.7194 -1.2608 -0.01 0.02 0.01
O -0.5143 1.7127 1.6823 0.02 -0.26 -0.23
C 0.0927 4.2793 -2.2401 0.07 -0.06 0.01
C -4.7371 1.7203 -4.2696 -0.06 -0.01 0.00
C 0.3176 1.6917 2.8603 0.16 0.22 0.24
C 2.1393 -3.9151 -1.2024 0.10 -0.09 0.00
C 1.0978 0.2285 -5.9036 0.00 0.03 0.01
C -3.7561 -2.1461 -2.7075 0.11 -0.03 0.09
C -3.3868 1.8284 -3.9816 0.01 -0.02 0.01
C 2.3376 0.4146 1.9919 0.21 0.37 0.17
C -1.1150 3.5767 -2.2141 0.00 0.01 0.13
H -0.9640 2.8833 4.1520 0.00 0.00 -0.02
C -1.0616 6.3670 -1.9753 -0.03 -0.04 -0.03
C 1.8860 2.1901 -0.3309 -0.01 0.21 0.16
C -2.3658 -5.2545 3.0392 0.01 0.01 0.00
H -1.7720 -0.2290 -4.2086 -0.04 0.08 -0.06
C -0.3131 3.9268 2.3295 0.01 -0.11 -0.10
H 1.5956 -1.8538 -1.4672 0.06 -0.03 -0.01
C -4.5222 -2.5242 -3.7999 -0.08 0.02 -0.04
H -0.0460 -6.4648 -0.7491 0.00 0.00 -0.04
C -0.8034 0.1824 -4.4495 0.03 0.13 -0.04
H -4.2512 -1.7444 -1.8341 -0.05 0.00 0.00
C -3.5013 -0.0570 2.1848 0.03 -0.04 -0.07
H -3.2901 -5.7878 3.2198 0.00 0.00 0.00
H -3.2491 3.8159 -1.9737 -0.04 -0.05 -0.02
H -2.3945 -0.0655 5.8777 0.00 -0.02 -0.01
C 1.6771 -5.2068 -0.9992 0.05 0.08 -0.02
C -2.3932 -0.8021 2.5671 0.08 0.09 -0.05
C -2.2700 5.6927 -1.9255 0.07 0.07 0.03
C -1.7624 -2.7979 -3.8798 0.02 -0.11 0.13
H -2.7061 2.1715 -4.7502 0.02 -0.01 0.00
F -0.3124 8.2148 -0.7225 -0.06 0.00 -0.10
C 1.2365 -2.8687 -1.3211 -0.20 0.12 0.02
C 1.7437 1.8049 2.2881 -0.01 -0.37 -0.05
C -5.6203 1.3120 -3.2789 0.03 -0.01 0.07
C -3.9100 -3.0390 -4.9323 -0.01 0.02 0.02
H -4.5079 -3.3336 -5.7848 0.00 0.00 0.00
P -1.3054 -1.6810 1.3989 -1.12 -0.89 0.23
F 1.9564 -1.5958 -7.1283 -0.01 0.10 -0.03
H 2.4249 2.2722 2.9948 -0.02 0.05 0.01
H -4.3867 1.2301 5.1856 0.01 0.00 0.00
H -5.5984 -2.4116 -3.7635 0.00 0.00 0.00
C -7.0931 1.1996 -3.5410 -0.11 -0.01 -0.02
H 1.5814 2.2758 -3.2772 0.03 -0.03 -0.03
O 1.5391 -0.4329 1.4172 -0.04 -0.33 0.04
P -1.3035 -1.7117 -1.3602 -0.17 -1.00 -0.04
H 0.9819 -5.5932 3.4277 0.00 0.02 -0.01
C -2.7098 -0.0665 4.8423 0.01 0.03 0.04
H -1.6579 -4.6049 -0.9950 -0.01 -0.02 0.05
H 2.0547 3.6640 1.1595 -0.03 0.03 0.07
C -0.0231 2.9646 1.1686 0.18 0.37 0.05
C 1.0508 1.6135 -3.9442 0.05 0.00 0.11
O 3.4693 0.1629 2.3575 -0.15 -0.07 -0.07
C -1.2058 -3.3100 2.2269 0.28 0.23 -0.09
H -3.2204 -1.6622 0.0335 -0.06 -0.14 -0.02
C 0.0346 -5.1441 3.1578 0.06 -0.11 0.05
H -0.5208 3.2148 0.2378 -0.03 -0.08 0.02
C -2.2917 4.3114 -2.0338 0.06 -0.10 -0.06
C -1.1470 -5.8297 3.3859 0.00 0.03 -0.01
H -5.1105 1.9608 -5.2558 0.02 0.02 0.01
F -0.3599 8.4310 -2.8751 -0.07 -0.03 0.12
H -3.4217 0.8847 -0.7449 -0.06 -0.01 -0.01
F -7.8024 1.9862 -2.7050 0.04 -0.10 -0.10
C -3.8071 1.1001 -1.7372 0.06 0.03 0.05
F 1.0048 -0.0053 -8.2458 0.10 -0.05 0.10
H -0.6836 -2.9012 -3.9093 -0.02 -0.03 -0.04
F -7.5316 -0.0649 -3.3422 0.02 0.11 -0.03
H -1.1330 -1.3758 4.2090 -0.03 0.01 0.05
C -0.1494 -0.2831 -5.5751 0.05 0.01 0.01
H 1.0370 3.7611 -2.2998 0.01 0.03 0.02
F -7.4256 1.5435 -4.7936 0.01 -0.04 0.09
C 0.1204 5.6588 -2.1335 -0.01 0.01 0.01
F 2.9596 0.3127 -7.3628 -0.09 -0.07 -0.01
H -0.6109 -1.0372 -6.2011 -0.01 0.00 0.02
H -3.8150 -0.0217 1.1475 0.00 0.00 0.03
C -0.9943 7.8575 -1.8319 0.00 0.11 0.00
C 0.0090 -3.8833 2.5760 0.10 0.20 -0.11
C -2.3720 -2.2868 -2.7336 0.04 0.22 0.02
C -0.5921 -4.4185 -1.0518 -0.01 -0.01 -0.01
C 1.5020 2.7335 1.0586 -0.06 -0.17 -0.27
C -2.5288 -3.1784 -4.9683 0.03 0.00 -0.04
Cr 0.1103 -0.1625 0.1429 1.00 1.14 0.21
C -1.9992 -0.7972 3.9059 -0.01 -0.06 -0.06
C -3.8253 0.6642 4.4539 -0.02 0.00 -0.02
H 2.6937 1.5319 -5.3174 0.00 0.00 0.03
H -3.1933 6.2414 -1.7997 0.00 -0.01 0.01
C -2.3947 -3.9970 2.4647 -0.03 0.00 0.00
O 2.7294 2.7830 -0.9864 -0.09 -0.09 -0.03
C 1.7633 -0.2586 -7.1554 0.02 -0.02 -0.08
C -4.2211 0.6645 3.1258 -0.05 0.04 0.01
H -1.1249 -6.8142 3.8353 0.01 0.00 0.00
H -3.3417 -3.5466 2.1912 -0.01 -0.02 0.00
H 0.7364 3.3649 4.1993 0.00 0.00 0.02
H 2.3829 -6.0212 -0.8985 -0.01 0.00 0.01
O 1.1950 1.1897 -0.7851 0.16 -0.10 -0.07
C -0.1328 -3.1161 -1.2427 -0.02 0.11 -0.12
N -2.3004 -2.0875 0.0360 0.03 0.44 -0.06
H -5.0898 1.2323 2.8181 0.01 0.00 0.00
C -2.9042 1.5086 -2.7139 0.18 0.00 0.11
H -5.8692 0.7040 -1.2416 0.04 0.01 0.03
H 1.0679 6.1821 -2.1579 0.01 -0.02 0.01
H -2.0485 -3.5859 -5.8488 0.01 0.00 0.01
C -0.2355 1.1729 -3.6420 -0.06 -0.12 0.07
H -1.3478 4.2648 2.2837 0.01 0.02 0.04
C -0.0628 3.0085 3.5517 -0.04 -0.08 -0.06
C -5.1633 1.0086 -2.0054 -0.02 0.01 -0.04
C 1.7057 1.1622 -5.0809 -0.02 -0.03 -0.02
```
Positions in Å, forces in eV/Å.

***

This record from the Open Molecules 2025 dataset describes a molecular structure, C20H60BeF2NO24S2 in a non-equilibrium geometry. The level of theory is the ωB97M-V functional and the def2-TZVPD basis.

Output
LUMO	-1.8	eV
frontier orbital gap	9.9	eV
E_tot	-3669.1224	a.u.
E_HOMO	-0.430	Eh
total charge	+1

Geometry as XYZ:
```
110
Properties=species:S:1:pos:R:3:forces:R:3
H -3.1512 3.7435 -0.9800 0.21 0.86 0.43
H -2.6774 -0.4272 -2.0587 0.58 -0.40 -0.60
H -5.1386 -0.6607 -3.8557 -0.30 0.56 0.71
H 1.9612 1.3127 4.9874 0.01 0.70 0.11
H 0.7554 3.1051 3.1516 -0.07 -0.06 -0.32
H 1.5681 4.4782 3.8284 -0.36 0.39 0.19
C -2.6834 1.0223 -0.6600 4.14 -1.31 0.96
H -4.5493 -3.6400 2.8286 0.52 0.32 -1.26
C -2.9412 -1.2533 1.5797 1.63 -0.22 -2.20
H 3.1607 4.4318 0.0660 1.76 -0.85 -0.67
H 1.9165 5.8291 -2.8228 0.25 0.46 -0.51
S 1.8057 0.3194 -0.2667 1.75 -0.06 3.28
H -0.7164 -0.7630 -7.1724 0.09 0.24 0.19
H -1.7756 1.3930 -0.0921 -1.39 0.12 -0.34
C 4.6300 2.0616 1.4856 0.21 1.00 1.19
C -4.3140 -1.2090 -4.2613 0.73 -1.17 -0.99
H -1.7803 -5.0143 3.7675 0.67 -0.57 0.96
H 6.7859 2.2033 1.0217 0.32 -0.66 -0.35
H -3.1586 -2.2281 3.3397 0.64 -0.32 0.78
C 0.4632 0.2014 4.0381 -1.86 1.91 0.08
H 0.5126 5.2089 1.7879 0.20 0.44 0.34
O -1.5508 -1.0438 0.9754 -0.65 -0.11 2.03
C -3.2268 1.9755 -1.5908 -1.85 0.70 -3.57
H 2.8223 6.6077 -0.6049 -0.77 -0.61 -0.52
H -1.0174 4.4712 4.7171 0.48 -0.12 0.01
H -2.1419 -4.5976 -0.5362 0.40 0.00 0.33
H 1.1388 -2.5956 -5.6970 0.44 0.38 0.79
C 5.9748 2.7413 1.4726 -0.51 1.43 -1.23
H 2.2917 -4.5909 4.8509 -0.35 -0.24 0.47
H 3.8473 4.3080 -2.8703 -0.47 0.35 -0.89
H -4.6502 -2.8992 -2.8225 0.51 0.08 -0.69
O 4.5560 1.2075 2.5752 0.62 -1.18 2.11
H -0.8709 -3.9428 -2.5918 0.00 -0.23 0.00
H -2.0659 4.4209 2.3202 -1.65 0.08 1.39
H -3.0894 -0.3942 2.2195 -0.04 0.08 0.20
C 1.8902 0.6782 4.1211 0.49 -0.75 -2.44
H -1.9894 -2.6819 -2.9548 -0.20 0.70 -0.05
O 6.2529 3.0161 2.8065 -0.19 0.14 1.13
C -4.5253 -2.7063 -3.9070 -0.37 -0.09 -2.10
O 1.2397 -2.8130 4.6457 -0.67 -0.53 -0.59
C 0.9003 -1.5373 -5.9076 -1.53 -0.92 -0.33
H 1.6523 -1.1442 -6.5149 1.49 0.65 -0.93
H 2.0606 -2.3457 4.5723 1.11 0.68 -0.06
H -0.2356 -2.3457 -7.5627 0.02 -1.13 -0.46
H -3.3242 -3.3135 -5.4098 -0.39 0.09 0.43
O -3.0776 -0.6956 -3.7966 0.82 0.21 0.41
H -5.4593 -2.9980 -4.4410 0.21 0.24 0.72
H -4.3771 -0.9918 -5.3514 0.03 -0.65 0.44
O -0.2553 3.8735 4.7338 0.16 -0.10 0.26
O -1.3590 -2.0466 -5.7965 -1.58 -0.72 0.01
C -2.5743 -3.9375 -1.2720 -0.22 1.56 -0.18
O 2.0290 -2.2108 -2.0509 -0.75 0.21 -0.13
H 1.3084 4.3525 -2.1422 -0.14 0.04 0.30
H -2.5874 2.2405 -2.4547 0.42 0.05 0.78
H 3.6107 -0.1551 3.7217 -0.10 0.11 -0.23
O 0.6318 -0.7043 -4.7950 -0.34 -0.47 -0.28
H 1.5447 -4.4557 3.2908 -0.10 0.55 0.12
O -3.8216 3.0702 -0.9764 0.29 0.64 0.73
H -2.2902 -0.9510 -4.3547 -1.19 0.07 0.24
O -0.6703 -2.3565 -1.3323 0.30 -0.22 0.09
H 0.5109 -1.5962 3.3575 -0.32 0.00 -0.31
H -3.6878 -3.3337 0.2158 -0.77 -0.94 2.06
N 3.0647 -0.1421 -1.0516 -1.44 0.40 -0.59
C -0.3740 -1.6979 -6.7302 0.58 1.98 0.89
O 2.8461 -0.3922 4.2631 -0.66 -0.05 0.14
H 0.3136 -2.3958 -1.4389 -0.32 -0.48 -0.74
F 1.4596 1.6688 -0.8861 -0.64 0.73 -0.73
H -3.6501 -1.2077 0.7094 0.71 -0.36 1.10
H 1.0682 6.2429 -0.5131 0.20 -0.35 0.18
C -1.5270 -3.2040 -2.1419 0.21 -1.19 1.21
C 2.0518 5.7840 -0.6908 0.72 1.01 0.11
H -3.1002 -4.5473 -1.9737 -0.54 -0.55 -0.52
H 5.0992 1.5844 3.3194 -0.65 -0.26 -1.16
H -0.9085 -0.9177 1.7791 -0.35 0.01 -0.83
H 2.0496 1.1560 3.1189 0.44 0.09 1.38
O 0.5519 -0.4366 -0.3345 0.48 0.21 -0.76
H -1.9952 -3.1633 2.3456 -0.56 0.40 -0.36
H -0.2030 -4.3260 5.7468 0.32 -0.96 -0.67
O -3.5245 -3.0143 -0.6376 1.83 0.09 -3.11
C -0.1920 4.9996 2.5975 2.70 -0.08 -0.06
H -0.4187 5.9134 3.1359 -0.35 0.40 0.01
C -2.9385 -2.5821 2.3445 -1.27 0.91 0.76
O 0.1120 -0.7622 3.0155 0.86 -0.55 1.14
O 3.3486 4.4552 -2.0763 0.25 -0.12 1.17
C 0.5733 4.0887 3.5808 -1.46 -0.05 -0.24
O 3.3182 -0.7342 -3.5599 -0.36 -0.24 2.26
F 4.3228 -1.9640 -1.6913 -0.27 0.48 -0.93
H 5.8066 3.6787 0.8866 0.43 -0.43 0.26
O 2.2396 0.5985 1.0725 -1.04 -0.23 -1.40
H -4.0901 1.5915 -2.1416 0.08 -1.00 0.04
H 0.1721 -0.0536 5.0723 -0.45 -0.73 -0.64
O -3.4987 -3.5817 -4.4909 -0.18 0.70 0.78
C 1.3966 -4.2077 4.3590 -0.44 0.60 -0.66
O -2.0178 -0.1277 -1.3919 -1.51 1.20 0.72
O 2.3538 4.8311 0.2898 -2.26 0.58 1.43
H 6.9911 3.6007 2.9141 0.54 0.37 -0.05
H -3.4230 0.6667 0.0115 -0.57 -0.40 0.56
H 1.4579 -0.2982 -4.5449 0.50 0.09 0.23
O -1.2420 4.4480 1.9013 0.34 -0.96 -1.69
O -4.1244 -3.3269 1.9922 0.05 -0.58 0.79
C 0.0931 -4.8359 4.7866 -0.76 0.29 0.85
H -0.1746 1.1123 3.7395 1.02 -1.10 0.75
O -0.9394 -4.5460 3.8173 0.79 0.80 -0.85
H 3.8869 2.8557 1.6736 -0.10 -0.17 -0.67
H 4.4552 1.4713 0.6250 -0.30 -0.15 -1.04
H 0.2961 -5.8952 4.8766 -0.46 -0.39 0.27
Be -0.9700 -1.0583 -0.5294 -0.67 0.86 0.26
C 2.0833 5.1169 -2.0347 0.46 -0.56 -0.58
H -1.2205 -2.9437 -5.4799 0.16 -0.11 0.08
S 3.0327 -1.1954 -2.2095 1.54 -1.53 -1.13
```
Positions in Å, forces in eV/Å.

***

This record from the Open Molecules 2025 dataset describes a gas-phase ion, C3H9N4 (charge +1) in a non-equilibrium geometry. The level of theory is the ωB97M-V functional and the def2-TZVPD basis.

Output
LUMO	-3.0	eV
frontier orbital gap	10.8	eV
E_tot	-338.4535	a.u.
ΔE to the lowest compared entry with this formula, charge and spin	42.25	kcal/mol
E_HOMO	-0.509	Eh
total charge	+1

Geometry as XYZ:
```
16
Properties=species:S:1:pos:R:3:forces:R:3
H 0.3847 -2.4887 0.7304 1.28 1.22 1.16
N -1.0640 0.1552 -0.0503 -1.29 0.12 -2.07
C -0.6217 -1.0979 0.0295 -1.23 -0.74 -0.41
N -1.1191 -2.1573 -0.6446 -1.83 0.69 -1.58
H 2.8241 1.5904 -1.1313 -1.40 -0.38 1.41
H -1.8290 -2.1103 -1.3686 0.14 0.61 0.36
C -0.3199 1.2022 0.5456 3.99 -0.80 2.01
H -1.9274 0.4145 -0.5759 1.31 -0.69 0.44
H -0.6597 2.1854 0.4062 -0.64 1.06 -1.01
H 1.0680 -0.8183 1.2847 -1.81 -1.54 -1.14
N 0.3006 -1.4664 0.8669 2.69 -0.15 1.53
H -0.8984 -3.1224 -0.4743 0.47 0.13 0.47
N 1.3214 1.0730 0.2894 -3.01 0.30 -0.62
C 1.7262 1.6411 -0.7636 2.51 0.17 -1.20
H -0.3468 1.0538 1.6244 0.04 0.06 0.15
H 1.2603 2.2550 -1.5361 -1.22 -0.04 0.48
```
Positions in Å, forces in eV/Å.

***

This record from the Open Molecules 2025 dataset describes 2 unconnected molecules or ions with the total composition C4H11BS. The level of theory is the ωB97M-V functional and the def2-TZVPD basis.

Output
LUMO	0.0	eV
frontier orbital gap	8.7	eV
E_tot	-581.9628	a.u.
ΔE to the lowest compared entry with this formula, charge and spin	44.27	kcal/mol
E_HOMO	-0.319	Eh

Geometry as XYZ:
```
17
Properties=species:S:1:pos:R:3:forces:R:3
H -4.8656 -0.4834 -0.8374 -0.47 -0.22 -0.38
C 1.1590 -0.1093 -0.0426 -0.06 -0.09 -0.02
H 1.2981 1.9713 -0.5266 0.04 0.08 0.01
H 0.3644 -0.8781 1.8776 0.08 0.04 0.02
H -3.2451 0.6315 -0.4370 0.43 0.40 -0.15
H -0.1200 1.1686 -1.2099 -0.13 0.00 -0.05
H 2.7178 -1.2760 0.8711 0.02 0.03 0.04
C 0.0849 -0.4775 0.9112 0.04 0.02 0.14
H 3.2543 -0.2698 -0.4803 0.03 -0.02 0.01
B -4.0142 -0.1797 -0.1062 0.05 0.11 -0.04
H -0.8376 0.0875 0.9139 0.01 0.13 -0.05
H 2.8860 0.4769 1.0809 0.07 0.09 0.02
S 0.2571 -1.6357 -0.4602 -0.13 -0.29 -0.26
H -3.9413 -0.6521 0.9545 0.04 -0.29 0.56
H 1.4755 0.8866 -1.9123 0.03 0.04 -0.04
C 2.5926 -0.3097 0.3851 -0.06 -0.03 0.06
C 0.9342 1.0488 -0.9816 0.01 0.01 0.13
```
Positions in Å, forces in eV/Å.